Molecular formula: C4H9NO
Method: DFT, ωB97M-V with the def2-TZVPD basis set

Element x y z (Å)
H  -3.21998  0.23552  -0.54732
C  -0.16836  -0.47969  -0.19762
H  -2.86624  0.53155  1.16654
N  -1.11787  0.47911  -0.10996
O  -0.20915  -1.68599  -0.00913
H  3.05655  0.59074  0.13625
H  1.40078  -0.26032  -1.57554
H  1.84734  0.33088  1.42459
C  2.20606  -0.01510  0.44760
C  1.12284  0.16029  -0.60318
C  -2.49464  0.05706  0.25275
H  0.90882  1.32422  -0.76554
H  -0.52794  1.36602  -0.40830
H  2.53539  -1.05346  0.55953
H  -2.47950  -1.03378  0.43831

Results
* charge: 0
* SMILES: CCC(=O)NC
* energy: -7830.990 eV

=====

Molecular formula: C4H9NO
Method: DFT, ωB97M-V with the def2-TZVPD basis set

Element x y z (Å)
H  -1.53028  0.17994  -1.56368
H  1.53717  1.29901  1.31371
H  -0.16914  1.25277  1.91462
H  -1.27705  -0.84536  1.13685
C  0.53728  0.89177  1.14775
H  0.61060  0.68845  -2.16845
C  -0.76135  0.05058  -0.79517
H  1.18261  -1.34625  -0.33878
N  0.61940  0.26666  -1.24489
H  0.92594  -0.88569  1.12050
O  0.73876  -1.75892  0.45456
C  0.03202  1.17500  -0.23276
C  -0.88342  -1.12196  0.14759
H  -1.34129  -2.01676  -0.26223
H  -0.22126  2.17076  -0.62963

Results
* charge: 0
* energy: -7826.630 eV

=====

Molecular formula: C4H9NO
Method: DFT, ωB97M-V with the def2-TZVPD basis set

Element x y z (Å)
H  2.45729  -0.02525  0.07348
H  -0.01795  -1.49331  -0.65917
H  -1.91033  -0.64558  1.73355
O  -0.83782  0.77073  2.55960
H  2.13292  -1.06798  -1.34103
H  0.83622  -1.27764  0.85453
H  -2.10851  1.19410  -0.59369
C  -1.15403  0.15144  1.57925
C  1.79594  -0.22739  -0.76085
C  0.48816  -0.74806  -0.03612
N  -1.58486  0.36038  -0.88060
H  -1.03202  0.77332  -1.62930
H  1.51071  0.62332  -1.38182
C  -0.56343  0.33186  0.22949
H  -0.01227  1.28008  0.25266

Results
* charge: 0
* SMILES: CC[C@@H](N)C=O
* energy: -7830.577 eV

=====

Molecular formula: C4H9NO
Method: DFT, ωB97M-V with the def2-TZVPD basis set

Element x y z (Å)
H  -2.36625  -0.64977  -0.85912
H  -1.03307  -0.46419  -2.01996
H  -1.57236  0.92603  -1.02071
H  0.43079  1.01254  2.45733
H  1.18145  -1.05766  -1.62090
H  1.92744  1.25560  1.36254
C  -1.42041  -0.15367  -1.05026
C  1.43058  -0.23178  -0.96676
H  1.41456  0.72838  -1.47291
C  0.32722  0.19716  0.56516
N  -0.49711  -0.62140  -0.00229
C  0.94461  0.83789  1.52644
H  2.34431  -0.44499  -0.42591
H  -1.47827  -1.06009  2.03412
O  -1.63350  -0.27406  1.49320

Results
* charge: 0
* energy: -7825.438 eV

=====

Molecular formula: C4H9NO
Method: DFT, ωB97M-V with the def2-TZVPD basis set

Element x y z (Å)
H  1.66591  2.46843  -1.62281
H  -0.70836  0.80953  1.45642
H  1.66705  0.75648  0.15240
C  -0.47472  0.54445  0.41786
C  0.76078  1.35332  0.03144
O  0.74717  -1.45077  0.02314
H  0.90988  2.17313  0.73810
H  -2.14882  -1.50591  1.26933
H  -0.14662  2.22496  -1.75963
N  -1.37339  -1.74784  0.67697
H  0.93568  0.95946  -2.05670
H  -1.24506  -2.73594  0.58859
C  0.81524  1.84115  -1.41075
H  -1.32511  0.82857  -0.20877
C  -0.31363  -0.95352  0.37298

Results
* charge: 0
* SMILES: CCCC(N)=O
* energy: -7831.979 eV

=====

Molecular formula: C4H9NO
Method: DFT, ωB97M-V with the def2-TZVPD basis set

Element x y z (Å)
H  1.18807  0.10820  1.31421
H  2.81840  -0.75639  0.22500
C  0.92173  0.88605  0.56349
H  1.15869  1.87538  0.96735
H  -2.90676  -1.25143  -0.36655
H  -0.44896  -1.19188  0.18194
H  -2.62733  -0.45471  1.19200
H  3.25132  -0.27628  -1.52170
C  -2.45475  -0.37932  0.11478
N  1.68482  0.73461  -0.66866
C  2.61453  -0.11992  -0.64663
H  -0.79399  -0.27383  -1.28312
O  -0.45615  0.88648  0.36925
H  -2.97627  0.51319  -0.23887
C  -0.97334  -0.30015  -0.20249

Results
* charge: 0
* SMILES: C=NCOCC
* energy: -7830.278 eV

=====

Molecular formula: C4H9NO
Method: DFT, ωB97M-V with the def2-TZVPD basis set

Element x y z (Å)
N  -1.29013  -0.39192  0.52824
H  0.41818  -1.01502  1.51764
H  -2.82041  0.33510  -0.69678
C  -2.02582  -0.41818  -0.71919
C  0.49559  0.52772  0.00346
H  1.48166  -2.11754  -0.31550
C  0.02730  -0.71744  0.54633
H  2.29706  1.64488  -0.00487
O  0.71746  -1.63400  -0.66614
H  1.92084  0.89918  1.56757
H  -2.51810  -1.39171  -0.82386
C  1.49201  1.37717  0.68484
H  0.21312  0.83952  -0.99410
H  -1.43146  -0.25597  -1.62749
H  1.02270  2.31820  0.99985

Results
* charge: 0
* energy: -7827.250 eV

=====

Molecular formula: C4H9NO
Method: DFT, ωB97M-V with the def2-TZVPD basis set

Element x y z (Å)
O  -0.23341  -0.52013  1.72112
H  0.77580  0.44644  -1.25229
N  0.01480  1.73653  0.33565
H  1.87523  -1.39704  0.24626
H  -0.14037  0.44579  1.81165
C  -1.04377  1.51444  -0.64448
C  0.88337  -1.80732  0.02608
C  -0.19952  -0.78181  0.33728
H  0.74072  -2.70151  0.63939
H  -1.17195  -1.20506  0.03823
H  -2.02906  1.32626  -0.22290
H  0.84773  -2.10154  -1.03014
H  -1.04109  2.11850  -1.54971
H  0.69371  2.41497  0.00619
C  0.02781  0.51147  -0.46234

Results
* charge: 0
* SMILES: C[C@@H](O)[C@H]1CN1
* energy: -7830.389 eV

=====

Molecular formula: C4H9NO
Method: DFT, ωB97M-V with the def2-TZVPD basis set

Element x y z (Å)
H  -1.81518  1.55996  -0.12638
N  -0.04334  -0.13582  -1.45339
H  3.18432  -0.40004  0.64898
H  2.05573  -0.24854  2.05370
H  -1.06390  0.54224  1.12365
H  -2.05386  -0.53565  -1.57715
H  -0.09381  0.29341  -2.36363
C  -1.30511  -0.46268  -0.78411
C  1.19771  -0.21514  -0.99195
C  -1.75345  0.54290  0.27542
O  1.14638  -0.66844  0.28861
H  -2.74796  0.26342  0.64234
H  -1.20478  -1.45274  -0.33231
C  2.21069  -0.04400  0.99508
H  2.15380  1.03501  0.82346

Results
* charge: 0
* energy: -7829.544 eV

=====

Molecular formula: C4H9NO
Method: DFT, ωB97M-V with the def2-TZVPD basis set

Element x y z (Å)
H  -1.11941  1.44704  -1.10627
H  -1.74972  -1.04488  -0.86423
C  0.91179  -0.31419  -0.40208
H  1.09028  0.28606  -1.30798
H  1.93852  -0.01174  1.55193
H  0.87189  -1.35780  -0.73900
H  -1.61870  1.65035  0.59299
H  -2.20456  -0.66252  0.81470
H  -1.00452  -1.92060  0.50186
C  -1.36591  -0.94269  0.16829
O  3.26866  -0.31841  0.04884
N  -0.31020  0.04494  0.29368
H  0.01788  2.10751  0.09615
C  -0.78002  1.37307  -0.05460
C  2.14673  -0.19756  0.47599

Results
* charge: 0
* SMILES: CN(C)CC=O
* energy: -7830.566 eV

=====

Molecular formula: C4H9NO
Method: DFT, ωB97M-V with the def2-TZVPD basis set

Element x y z (Å)
H  -2.25199  1.24313  -0.26250
H  -1.29876  -0.85772  -1.35110
H  -1.10183  1.07866  1.06340
H  -2.45794  -0.04306  0.93010
C  1.81048  0.78394  -0.27956
H  0.50514  -2.07473  -0.33335
H  -0.05920  0.27787  -1.10210
H  1.97700  -0.22447  1.41463
N  1.54879  -0.30764  0.48974
H  2.41812  1.60016  0.15860
O  1.37925  0.94645  -1.41243
C  0.23369  -1.17701  0.23776
C  -0.78768  -0.34345  -0.52710
C  -1.70813  0.51219  0.34552
H  -0.07379  -1.46447  1.24760

Results
* charge: 0
* SMILES: CCCNC=O
* energy: -7830.785 eV

=====

Molecular formula: C4H9NO
Method: DFT, ωB97M-V with the def2-TZVPD basis set

Element x y z (Å)
C  -0.06097  -0.04754  1.88995
H  1.27789  -0.41246  -0.25786
H  0.36381  -1.70809  -1.96559
H  -0.29631  1.77269  -1.27398
H  -0.84516  -0.09077  2.64940
C  -0.01487  -0.66959  -1.86207
H  0.42651  0.93158  1.78861
C  -0.62705  -0.55082  0.59512
C  0.30823  -0.02746  -0.54263
H  -0.67824  -1.64329  0.40646
O  -0.68360  -0.11604  -2.69888
H  1.31034  1.81319  -0.73915
N  0.34224  1.44001  -0.53202
H  0.80186  -0.64281  2.20100
H  -1.62466  -0.04859  0.34163

Results
* charge: 0
* SMILES: CC[C@H](N)C=O
* energy: -7830.798 eV

=====

no.,F_max (hartree/bohr)
1,0.07875
2,0.05234
3,0.05016
4,0.10760
5,0.03316
6,0.00714
7,0.08010
8,0.00691
9,0.01234
10,0.00971
11,0.03457
12,0.05544